Molecular formula: C20H30ClO2Sm
Method: DFT, ωB97M-V with the def2-TZVPD basis set

```
54
Properties=species:S:1:pos:R:3:lowdin_charge:R:1
O 0.69 -1.38 -0.93 -0.29
C 1.56 -1.88 0.16 -0.11
C 2.65 -2.45 -0.68 -0.07
H 1.04 -2.66 0.72 0.14
H 1.91 -1.06 0.77 0.09
C 1.74 -2.06 -1.82 -0.50
H 2.82 -3.51 -0.50 0.13
H 3.60 -1.92 -0.56 0.13
C 1.16 -3.22 -2.58 -0.01
H 0.86 -4.05 -1.92 0.10
H 1.90 -3.65 -3.27 0.11
H 0.29 -2.92 -3.18 0.08
C 2.42 -1.12 -2.78 -0.01
H 3.01 -0.36 -2.26 0.09
H 1.71 -0.59 -3.42 0.09
H 3.14 -1.68 -3.42 0.11
Sm -1.19 -0.25 -0.69 1.63
C -3.21 2.64 -0.83 -0.20
C -2.97 2.72 0.55 -0.18
C -1.56 2.87 0.72 -0.24
H -3.70 2.73 1.33 0.07
C -0.94 2.89 -0.57 -0.24
C -2.00 2.73 -1.54 -0.24
H -1.86 2.73 -2.63 0.08
H -4.20 2.54 -1.28 0.09
H -1.02 2.98 1.66 0.05
H 0.11 3.08 -0.79 0.07
C -3.67 -0.24 -1.65 -0.16
C -2.71 -0.04 -2.69 -0.21
C -1.86 -1.19 -2.76 -0.27
H -2.69 0.82 -3.35 0.10
C -2.28 -2.11 -1.71 -0.25
C -3.39 -1.49 -1.03 -0.22
H -3.96 -1.92 -0.22 0.10
H -4.56 0.37 -1.47 0.11
H -0.96 -1.26 -3.37 0.08
H -1.78 -3.01 -1.38 0.10
O 2.39 -0.02 2.82 -0.16
C 2.28 1.15 1.91 -0.19
C 2.75 2.32 2.74 -0.17
H 1.24 1.31 1.54 0.11
H 2.90 0.97 1.02 0.12
C 2.22 1.99 4.13 -0.15
H 2.43 3.29 2.33 0.12
H 3.83 2.21 2.78 0.11
C 2.25 0.44 4.14 -0.22
H 1.16 2.31 4.28 0.12
H 2.81 2.39 4.96 0.11
H 1.39 0.04 4.71 0.12
H 3.13 0.06 4.69 0.11
Cl -2.19 0.62 2.76 0.49
C -2.59 -0.42 1.45 -0.82
H -3.67 -0.26 1.31 -0.02
H -2.40 -1.46 1.78 -0.03
```

- Energy relative to the best compared isomer or geometry (same formula, charge and spin): 62.5 kcal/mol
- Spin multiplicity: 6
- Highest occupied orbital energy (spin up / spin down): -6.381 / -6.395 eV
- LUMO level (spin up / spin down): -0.001 / 0.000 Eh
- ⟨S²⟩: 8.782
- Energy: -2048.51871 Eh


Molecular formula: C20H30CrN10O3
Method: DFT, ωB97M-V with the def2-TZVPD basis set

```
64
Properties=species:S:1:pos:R:3:lowdin_charge:R:1
Cr -0.51 0.32 0.27 1.09
C -4.66 3.29 1.76 0.03
N -3.22 3.15 1.54 -0.09
C -2.43 4.34 1.88 0.04
C -2.66 2.06 1.11 -0.33
O -1.40 1.96 0.95 -0.07
C -3.49 0.83 0.79 -0.03
O -2.54 -0.11 0.27 -0.23
C -3.01 -1.45 0.06 -0.03
C -1.75 -2.26 -0.19 -0.35
O -0.64 -1.65 -0.13 -0.07
N -1.85 -3.54 -0.43 -0.09
C -3.16 -4.22 -0.46 0.02
C -0.67 -4.37 -0.63 0.03
H -4.83 3.64 2.78 0.12
H -5.19 2.35 1.64 0.09
H -5.06 4.02 1.06 0.12
H -2.51 4.52 2.95 0.12
H -2.84 5.19 1.34 0.12
H -1.39 4.19 1.60 0.09
H -4.25 1.04 0.04 0.16
H -3.96 0.42 1.69 0.16
H -3.69 -1.48 -0.79 0.16
H -3.54 -1.81 0.95 0.16
H -3.89 -3.66 -1.03 0.10
H -3.52 -4.41 0.55 0.12
H -3.02 -5.18 -0.96 0.11
H 0.23 -3.80 -0.42 0.08
H -0.65 -4.74 -1.66 0.12
H -0.72 -5.22 0.04 0.12
N 2.03 -2.46 2.97 0.21
C 2.40 -1.46 2.18 -0.41
N 3.78 -1.24 2.20 0.20
C 4.25 -0.22 1.58 -0.41
N 5.56 -0.01 1.41 0.22
N 3.39 0.77 1.06 0.15
C 2.04 0.25 0.71 -0.49
N 1.51 -0.79 1.48 0.15
C 1.56 0.41 -1.89 -0.18
C 2.03 0.61 -3.17 0.03
C 1.16 0.91 -4.20 0.03
C -0.20 0.99 -3.93 0.01
C -0.61 0.77 -2.63 -0.06
N 0.24 0.50 -1.63 0.03
H 2.72 -2.90 3.55 0.13
H 1.06 -2.66 3.11 0.12
H 6.18 -0.67 1.85 0.14
H 5.90 0.94 1.38 0.13
H 3.09 0.52 -3.38 0.14
H 1.52 1.08 -5.21 0.14
H -0.92 1.22 -4.69 0.13
H -1.66 0.82 -2.37 0.13
C 3.23 -1.27 -1.09 0.05
C 2.52 0.03 -0.78 -0.22
N 1.11 1.34 0.71 -0.05
C 1.60 2.46 0.09 -0.09
C 2.83 2.48 -0.46 0.01
N 3.51 1.17 -0.36 0.10
H 2.48 -2.06 -1.13 0.11
H 3.97 -1.56 -0.34 0.09
H 3.73 -1.23 -2.06 0.10
H 0.98 3.35 0.08 0.14
H 3.38 3.31 -0.86 0.13
H 4.47 1.15 -0.74 0.20
```

- Net charge: +3
- Spin multiplicity: 4
- Highest occupied orbital energy (spin up / spin down): -16.687 / -16.814 eV
- LUMO level (spin up / spin down): -0.342 / -0.316 Eh
- ⟨S²⟩: 3.800
- Energy: -2596.97818 Eh


Molecular formula: C20H30N2O5
Method: DFT, ωB97M-V with the def2-TZVPD basis set

```
57
Properties=species:S:1:pos:R:3:lowdin_charge:R:1
C 1.51 3.28 -0.34 -0.08
O 1.74 1.91 -0.19 -0.12
C 0.66 1.05 -0.20 -0.18
C -0.65 1.49 -0.30 -0.01
C -1.71 0.60 -0.34 -0.03
C -1.48 -0.76 -0.28 -0.14
C -2.59 -1.76 -0.28 -0.45
O -2.57 -2.77 0.40 0.07
N -3.59 -1.47 -1.14 0.07
C -4.85 -2.18 -1.11 -0.14
C -6.01 -1.22 -0.89 -0.21
O -5.73 -0.42 0.23 -0.13
C -6.84 0.15 0.89 -0.46
C -6.33 0.69 2.22 -0.04
C -7.51 1.25 0.07 -0.05
C -0.17 -1.21 -0.14 0.07
C 0.91 -0.34 -0.10 -0.16
O 2.11 -0.96 0.00 0.01
C 3.31 -0.30 0.39 -0.32
C 4.12 0.15 -0.82 -0.09
C 5.46 0.73 -0.36 -0.14
N 6.19 -0.25 0.41 -0.07
C 7.34 -0.87 0.05 -0.50
C 7.99 -0.43 -1.24 0.00
O 7.83 -1.74 0.75 0.05
C 5.47 -0.69 1.59 -0.13
C 4.13 -1.30 1.20 -0.09
H 0.92 3.69 0.49 0.10
H 2.49 3.75 -0.34 0.09
H 1.00 3.51 -1.29 0.10
H -0.86 2.54 -0.35 0.10
H -2.72 0.99 -0.39 0.11
H -3.58 -0.60 -1.63 0.13
H -5.01 -2.73 -2.04 0.12
H -4.78 -2.89 -0.28 0.12
H -6.14 -0.58 -1.79 0.12
H -6.94 -1.79 -0.74 0.13
H -7.59 -0.65 1.09 0.14
H -7.15 1.07 2.82 0.08
H -5.82 -0.10 2.77 0.08
H -5.61 1.49 2.04 0.08
H -6.78 2.01 -0.18 0.08
H -8.31 1.71 0.64 0.08
H -7.93 0.85 -0.85 0.07
H 0.02 -2.27 -0.05 0.14
H 3.07 0.57 1.02 0.15
H 3.56 0.90 -1.39 0.11
H 4.29 -0.72 -1.47 0.13
H 6.04 1.05 -1.22 0.11
H 5.27 1.60 0.27 0.13
H 8.90 -1.00 -1.36 0.08
H 8.25 0.63 -1.20 0.08
H 7.34 -0.61 -2.09 0.08
H 6.10 -1.42 2.10 0.12
H 5.31 0.18 2.25 0.13
H 3.58 -1.60 2.10 0.13
H 4.29 -2.19 0.60 0.13
```

- Energy relative to the best compared isomer or geometry (same formula, charge and spin): 65.7 kcal/mol
- Highest occupied orbital energy: -8.338 eV
- LUMO level: 0.020 Eh
- Energy: -1265.82488 Eh


Molecular formula: C20H30N2O5
Method: DFT, ωB97M-V with the def2-TZVPD basis set

```
57
Properties=species:S:1:pos:R:3:lowdin_charge:R:1
C -0.11 -6.05 0.97 0.09
H -0.96 -6.54 1.06 0.07
O -0.30 -4.62 0.55 0.03
C 0.62 -3.90 0.27 -0.30
C 1.93 -4.38 0.14 -0.02
C 2.81 -3.35 0.04 -0.13
C 2.41 -2.08 -0.13 -0.14
C 1.13 -1.58 -0.43 0.01
C 0.12 -2.52 -0.13 -0.26
O -1.13 -2.38 -0.06 0.03
C -1.76 -0.94 -0.58 -0.24
C -1.92 0.06 0.36 -0.23
H -0.80 0.07 0.71 0.16
H -2.36 -0.34 1.35 0.19
C -2.54 1.17 -0.26 -0.13
N -3.91 0.77 -0.49 -0.08
C -5.00 1.02 -0.05 -0.55
O -6.12 0.68 -0.46 0.04
C -4.91 2.30 0.96 0.01
H -4.52 1.85 2.01 0.12
H -6.09 2.40 1.21 0.12
H -4.66 3.21 0.85 -0.03
C -3.79 -0.10 -1.59 -0.13
C -3.17 -1.42 -0.94 -0.04
H -3.03 -2.05 -2.14 0.22
H -3.60 -1.87 -0.30 0.01
H -4.80 -0.62 -1.94 0.16
H -3.20 0.34 -2.54 0.18
H -2.69 1.93 0.73 0.19
H -1.91 1.53 -0.90 0.08
H -1.07 -0.68 -1.49 0.19
H 0.84 -0.62 -0.69 0.06
C 3.61 -0.93 -0.59 -0.46
O 4.54 -1.38 -1.29 0.01
N 3.33 0.21 -0.10 0.09
H 2.63 0.62 0.55 0.15
C 4.34 1.35 -0.47 -0.14
C 3.72 2.57 -0.78 -0.44
O 3.21 3.62 -0.20 -0.10
C 2.02 3.41 0.72 -0.36
C 2.02 4.44 1.66 -0.02
H 1.01 4.42 2.47 0.19
H 2.76 4.71 2.05 -0.04
H 1.62 5.23 0.91 0.14
C 0.75 3.03 -0.22 0.07
H 0.18 2.78 0.54 0.02
H 1.03 1.94 -0.68 0.13
H 0.76 3.63 -0.79 -0.07
H 2.41 2.52 1.18 0.11
H 4.38 3.11 -1.57 0.16
H 2.98 2.25 -1.80 0.18
H 4.74 1.73 0.61 0.17
H 5.32 0.98 -0.98 0.17
H 3.98 -3.61 0.06 0.16
H 2.33 -5.28 0.64 0.12
H 0.39 -6.46 0.27 0.04
H 0.44 -6.19 1.72 0.03
```

- Energy relative to the best compared isomer or geometry (same formula, charge and spin): 548.8 kcal/mol
- Highest occupied orbital energy: -6.939 eV
- LUMO level: 0.008 Eh
- Energy: -1265.05497 Eh


> Number 2 is which compound?

C20H30CrN10O3


Please write out number 1 again, unchanged.
Molecular formula: C20H30ClO2Sm
Method: DFT, ωB97M-V with the def2-TZVPD basis set

```
54
Properties=species:S:1:pos:R:3:lowdin_charge:R:1
O 0.69 -1.38 -0.93 -0.29
C 1.56 -1.88 0.16 -0.11
C 2.65 -2.45 -0.68 -0.07
H 1.04 -2.66 0.72 0.14
H 1.91 -1.06 0.77 0.09
C 1.74 -2.06 -1.82 -0.50
H 2.82 -3.51 -0.50 0.13
H 3.60 -1.92 -0.56 0.13
C 1.16 -3.22 -2.58 -0.01
H 0.86 -4.05 -1.92 0.10
H 1.90 -3.65 -3.27 0.11
H 0.29 -2.92 -3.18 0.08
C 2.42 -1.12 -2.78 -0.01
H 3.01 -0.36 -2.26 0.09
H 1.71 -0.59 -3.42 0.09
H 3.14 -1.68 -3.42 0.11
Sm -1.19 -0.25 -0.69 1.63
C -3.21 2.64 -0.83 -0.20
C -2.97 2.72 0.55 -0.18
C -1.56 2.87 0.72 -0.24
H -3.70 2.73 1.33 0.07
C -0.94 2.89 -0.57 -0.24
C -2.00 2.73 -1.54 -0.24
H -1.86 2.73 -2.63 0.08
H -4.20 2.54 -1.28 0.09
H -1.02 2.98 1.66 0.05
H 0.11 3.08 -0.79 0.07
C -3.67 -0.24 -1.65 -0.16
C -2.71 -0.04 -2.69 -0.21
C -1.86 -1.19 -2.76 -0.27
H -2.69 0.82 -3.35 0.10
C -2.28 -2.11 -1.71 -0.25
C -3.39 -1.49 -1.03 -0.22
H -3.96 -1.92 -0.22 0.10
H -4.56 0.37 -1.47 0.11
H -0.96 -1.26 -3.37 0.08
H -1.78 -3.01 -1.38 0.10
O 2.39 -0.02 2.82 -0.16
C 2.28 1.15 1.91 -0.19
C 2.75 2.32 2.74 -0.17
H 1.24 1.31 1.54 0.11
H 2.90 0.97 1.02 0.12
C 2.22 1.99 4.13 -0.15
H 2.43 3.29 2.33 0.12
H 3.83 2.21 2.78 0.11
C 2.25 0.44 4.14 -0.22
H 1.16 2.31 4.28 0.12
H 2.81 2.39 4.96 0.11
H 1.39 0.04 4.71 0.12
H 3.13 0.06 4.69 0.11
Cl -2.19 0.62 2.76 0.49
C -2.59 -0.42 1.45 -0.82
H -3.67 -0.26 1.31 -0.02
H -2.40 -1.46 1.78 -0.03
```

- Energy relative to the best compared isomer or geometry (same formula, charge and spin): 62.5 kcal/mol
- Spin multiplicity: 6
- Highest occupied orbital energy (spin up / spin down): -6.381 / -6.395 eV
- LUMO level (spin up / spin down): -0.001 / 0.000 Eh
- ⟨S²⟩: 8.782
- Energy: -2048.51871 Eh


> Which formula does entry 3 have?

C20H30N2O5